# 1
ORCA calculation (the ωB97M-V functional and the def2-TZVPD basis) on a molecular structure, C5H14Cl2O4 in a non-equilibrium geometry.

Computed properties:
Energy relative to the best compared isomer or geometry (same formula, charge and spin), kcal per mole: 34.5
Total energy, Eh: -1420.1555
E_LUMO, Ha: 0.0228
HOMO, eV: -10.061
HOMO-LUMO gap, eV: 10.682

```
25
Properties=species:S:1:pos:R:3:forces:R:3
C -2.13242 -1.18259 -0.58732 -1.04 0.92 -0.21
C -3.42145 -0.38509 -0.94509 1.32 -0.85 -2.57
O -3.30039 0.97985 -0.78069 0.34 2.25 1.97
O -1.97300 -1.27555 0.82016 0.06 -0.86 -0.39
H -1.22436 -0.86617 -1.10056 0.04 1.26 0.25
H -2.19003 -2.11304 -1.15214 -0.66 -0.90 1.06
H -4.35874 -0.80437 -0.57932 0.23 -0.20 0.53
H -3.45662 -0.33535 -2.03338 -0.27 -1.82 -0.58
H -3.95602 1.40489 -1.33844 0.06 0.10 0.16
H -1.48076 -0.52060 1.15082 0.03 0.16 -0.20
C 1.26591 3.27950 -0.15981 0.61 0.62 -0.02
C 1.79470 2.35256 0.88200 -1.07 0.71 1.82
O 0.65939 2.12980 1.83271 1.31 -0.26 -0.77
O 0.53639 2.58914 -1.06603 -1.47 -1.42 -2.66
H 2.06401 3.74128 -0.74109 0.32 0.02 0.12
H 0.64980 4.09340 0.22240 0.28 0.16 0.76
H 2.63979 2.84673 1.36130 0.04 -0.24 0.45
H 2.10419 1.38099 0.49682 -0.13 0.17 -0.15
H 0.85527 2.60152 2.64556 0.02 0.01 -0.01
H -0.28984 2.22571 -0.73913 -0.02 0.17 0.44
C 2.93847 -4.52732 0.48710 -0.17 -0.97 -1.03
Cl 3.97391 -3.31014 1.09984 0.44 0.90 1.71
Cl 3.11625 -4.30564 -1.26370 -0.63 -0.67 -0.81
H 3.30503 -5.52138 0.74322 0.09 0.21 -0.01
H 1.88052 -4.47816 0.74479 0.26 0.54 0.15
```
Positions in Å, forces in eV/Å.

These are the Löwdin partial charges, in e, on atoms 1 to 4:
1 C -0.23
2 C -0.26
3 O -0.07
4 O -0.05



# 2
ORCA calculation (the ωB97M-V functional and the def2-TZVPD basis) on 12 unconnected molecules or ions with the total composition C31H86O12 in a non-equilibrium geometry.

Computed properties:
Energy relative to the best compared isomer or geometry (same formula, charge and spin), kcal per mole: 50.3
Total energy, Eh: -2135.4891
E_LUMO, Ha: 0.0155
Structure (SMILES): CC(C)O.CC(C)O.CC(C)O.CC(C)O.CC(C)O.CC(C)O.CC(C)O.CCO.CCO.CCO.CCO.CCO
HOMO, eV: -9.330
HOMO-LUMO gap, eV: 9.752

```
129
Properties=species:S:1:pos:R:3:forces:R:3
C -0.82222 -4.75542 0.34262 0.29 -0.29 -0.71
C -1.25806 -5.95669 1.15688 0.07 -0.35 -0.05
O -2.38800 -5.58803 1.92748 -0.37 0.41 0.25
H -1.55009 -4.58975 -0.45413 -0.07 0.12 0.08
H 0.11732 -4.98930 -0.16683 -0.01 -0.03 0.02
H -0.66662 -3.80737 0.85647 -0.13 -0.22 0.47
H -0.47389 -6.39824 1.78481 0.10 0.49 0.12
H -1.52573 -6.77370 0.47145 -0.06 0.18 -0.08
H -2.59719 -6.24581 2.59528 0.11 -0.12 -0.08
C -3.85355 -0.99343 1.75610 -0.68 0.32 -0.09
C -3.24473 -2.00674 2.71941 -0.17 1.00 -0.48
O -4.15372 -3.09424 2.87625 0.99 -0.06 -0.21
H -3.27074 -0.09074 1.55712 0.21 -0.55 -0.01
H -4.79448 -0.62889 2.17984 -0.06 -0.10 0.01
H -4.11233 -1.45175 0.80046 0.14 -0.12 0.01
H -3.06436 -1.51401 3.67813 -0.06 -0.21 0.16
H -2.26826 -2.30463 2.32634 -0.02 -0.37 0.15
H -3.70463 -3.80240 2.39427 -0.40 -0.37 0.18
C 3.42446 -3.16231 2.82345 -0.16 -0.49 -0.32
C 1.98832 -3.17392 2.29166 0.46 -0.13 1.04
O 1.46465 -1.87165 2.11054 0.08 0.37 -0.35
H 4.05874 -2.58587 2.14953 0.02 0.34 0.29
H 3.84666 -4.17177 2.81420 -0.20 -0.08 -0.01
H 3.46321 -2.83729 3.86189 0.16 0.38 -0.11
H 1.34456 -3.67707 3.01947 -0.01 -0.32 -0.18
H 1.98642 -3.73040 1.35672 -0.38 0.26 -0.19
H 1.26466 -1.44587 2.96729 -0.30 -0.36 -0.29
C -2.10885 1.45791 3.13345 -0.03 0.15 -0.26
C -2.59989 1.61046 4.56498 0.09 0.34 0.09
O -1.58765 1.19051 5.50308 -0.10 -0.35 -0.30
H -1.73191 0.43989 3.01899 0.05 0.02 0.00
H -1.33441 2.14153 2.77878 0.12 0.16 0.53
H -2.92011 1.56024 2.40742 -0.10 0.11 0.35
H -3.49653 0.99612 4.67665 0.18 -0.20 0.23
H -2.88424 2.61373 4.89265 -0.11 0.13 -0.65
H -1.32208 1.96670 5.99746 0.14 -0.01 0.10
C -0.92330 -0.43367 -0.78170 0.58 -0.23 0.21
C -0.00123 0.46676 -0.00082 -0.58 0.29 0.96
O 1.34302 0.01585 0.09765 -0.53 -0.28 0.01
H -0.97162 -1.43484 -0.34318 -0.26 0.14 0.29
H -0.52708 -0.61558 -1.78188 -0.36 0.43 -0.24
H -1.88682 0.07469 -0.74535 -0.25 -0.42 -0.45
H -0.36998 0.60785 1.02618 -0.17 -0.48 0.07
H -0.10451 1.50483 -0.33965 0.71 -0.25 -0.75
H 1.34363 -0.59814 0.86127 0.32 -0.15 -0.34
C 2.43265 0.65809 4.34797 0.41 0.88 -0.45
C 1.63323 -0.39394 5.06458 0.48 -1.02 0.37
C 1.43965 -0.15341 6.54839 -0.78 0.19 1.07
O 0.40274 -0.69994 4.40026 0.02 0.51 0.44
H 2.13444 1.70061 4.50353 -0.30 -0.18 0.37
H 2.37823 0.53426 3.26365 0.07 -0.29 0.01
H 3.48533 0.59726 4.63728 -0.05 -0.04 0.00
H 2.20922 -1.32586 4.96943 -0.06 0.08 0.02
H 0.79485 0.71134 6.73589 0.15 0.16 -0.20
H 2.32458 -0.01797 7.17394 0.39 0.20 -0.64
H 0.92573 -0.96187 7.07869 -0.10 -0.26 -0.57
H -0.25253 -0.04001 4.69517 -0.06 -0.12 -0.12
C -4.03395 4.38171 0.64437 0.38 -0.07 0.92
C -2.59864 4.01300 0.22124 -1.21 0.06 -1.55
C -2.46473 4.30361 -1.27663 -0.75 -0.03 0.73
O -1.59929 4.69846 0.96032 -0.37 0.10 0.15
H -3.98976 4.54404 1.72623 -0.32 -0.01 -0.01
H -4.74436 3.57716 0.45413 0.12 -0.11 -0.07
H -4.45260 5.27686 0.18008 0.35 0.10 -0.10
H -2.51867 2.93065 0.35702 0.59 0.13 0.39
H -2.78402 5.32863 -1.47551 0.56 0.21 -0.06
H -3.20880 3.68093 -1.78678 0.66 1.78 1.19
H -1.49773 4.02222 -1.68801 0.09 0.34 0.00
H -1.82176 5.63197 0.81784 0.44 -0.12 0.21
C 2.76702 1.56705 -3.54213 0.09 0.79 0.62
C 1.33827 2.12824 -3.41897 1.12 -0.12 -0.55
C 1.34105 3.64166 -3.44378 0.34 -0.48 0.61
O 0.62431 1.67323 -4.57509 -0.54 -0.12 0.58
H 2.75644 0.48672 -3.42827 0.16 -0.14 -0.46
H 3.46048 1.95366 -2.78475 -0.34 -0.02 0.26
H 3.19699 1.94542 -4.47085 -0.15 -0.54 -0.30
H 0.89839 1.77501 -2.48239 -0.28 -0.11 -0.04
H 1.71911 3.95384 -4.41605 -0.36 0.29 -0.07
H 2.02296 3.99897 -2.66809 -0.07 0.04 -0.06
H 0.35256 4.00797 -3.17123 -0.04 0.29 -0.48
H 0.46730 0.72453 -4.44337 0.08 -0.02 -0.16
C 1.43075 -3.14346 -5.13808 0.11 0.50 0.01
C 0.20040 -2.54316 -4.48490 -0.70 -1.24 1.01
C -0.29646 -3.47688 -3.37307 -0.34 0.48 0.77
O 0.49965 -1.28596 -3.87620 0.49 -0.28 -0.24
H 1.88377 -2.33749 -5.72065 0.23 -0.45 -0.31
H 1.25443 -4.06024 -5.69913 -0.30 0.27 -0.37
H 2.13022 -3.46229 -4.36159 0.08 0.32 0.14
H -0.67043 -2.41177 -5.13222 0.47 0.34 -0.45
H 0.44629 -3.49938 -2.56883 0.12 -0.17 -0.11
H -0.55942 -4.49954 -3.64668 0.18 0.06 -0.35
H -1.18321 -3.02351 -2.91667 -0.03 -0.09 -0.07
H 1.28659 -1.48089 -3.32308 -0.24 0.37 0.00
C 2.68231 2.36477 0.21448 0.68 0.39 0.46
C 1.52609 3.13150 0.84585 0.23 0.27 -0.51
C 1.94700 3.93260 2.07423 0.67 -0.95 0.24
O 1.02499 3.99801 -0.17848 -0.45 -0.28 0.04
H 3.10668 1.65254 0.92962 -0.15 -0.01 -0.11
H 3.49717 3.04923 -0.03671 -0.10 0.22 -0.09
H 2.39314 1.82323 -0.68321 -0.05 0.20 0.16
H 0.75543 2.39547 1.11210 0.17 0.38 0.26
H 2.67745 4.70818 1.84364 -0.23 0.16 -0.29
H 2.50023 3.22376 2.70444 -0.18 0.14 0.24
H 1.12322 4.33705 2.65845 -0.13 0.09 -0.18
H 0.08281 4.13222 0.00339 0.19 0.35 0.12
C 4.22602 -3.26534 -2.04536 -1.01 0.22 -0.55
C 3.60446 -2.21102 -1.12913 0.61 0.33 -0.47
C 4.62903 -1.13500 -0.77499 0.61 0.09 0.39
O 2.53099 -1.61023 -1.84567 -0.26 0.19 0.02
H 4.49445 -2.79994 -2.99905 0.46 0.32 0.30
H 3.45209 -3.95275 -2.40136 0.08 -0.39 0.59
H 5.07792 -3.77968 -1.61149 -0.02 -0.07 0.04
H 3.19020 -2.63780 -0.20932 0.16 -0.20 -0.03
H 5.26870 -1.41135 0.07096 -0.26 -0.16 0.11
H 4.14520 -0.19032 -0.52282 -0.07 -0.05 0.05
H 5.35078 -0.94166 -1.57254 -0.35 -0.01 -0.30
H 2.15168 -0.92625 -1.24841 -0.11 -0.23 -0.18
C -2.92247 2.07731 -3.11200 0.01 -1.11 -0.48
C -3.60916 1.93509 -4.45744 -0.13 0.24 0.52
C -3.00781 0.79349 -5.25717 0.50 -0.44 -0.52
O -5.00854 1.68833 -4.19342 0.39 0.06 -0.62
H -2.86381 1.08347 -2.65995 0.00 -0.01 0.11
H -3.42377 2.74517 -2.41233 -0.43 -1.71 -1.54
H -1.89750 2.42724 -3.25790 -0.07 0.02 0.01
H -3.52634 2.89326 -4.98308 0.05 -0.09 -0.16
H -3.48418 -0.14987 -4.98104 0.00 0.06 0.19
H -1.93275 0.67838 -5.09385 -0.06 0.17 0.27
H -3.08004 0.87307 -6.34603 -0.39 0.29 0.06
H -5.36984 1.52078 -5.07414 -0.34 -0.03 0.31
```
Positions in Å, forces in eV/Å.

These are the Löwdin partial charges, in e, on atoms 1 to 4:
1 C -0.09
2 C -0.31
3 O -0.08
4 H 0.08



# 3
ORCA calculation (the ωB97M-V functional and the def2-TZVPD basis) on a molecular structure, C31H40N2O3PSe4Ti in a non-equilibrium geometry.

Computed properties:
Multiplicity: 2
Energy relative to the best compared isomer or geometry (same formula, charge and spin), kcal per mole: 15.5
Total energy, Eh: -12337.0787
E_LUMO (spin up / spin down), Ha: 0.0077 / 0.0077
HOMO (spin up / spin down), eV: -5.807 / -5.808
HOMO-LUMO gap (spin up / spin down), eV: 6.017 / 6.019

```
82
Properties=species:S:1:pos:R:3:forces:R:3
Ti -1.20185 0.89233 -1.16707 0.20 1.09 -0.36
C -3.73894 3.24354 -0.42834 -0.15 -0.04 0.12
O -2.43036 2.72082 -0.14778 0.01 -0.23 0.06
C -1.71040 3.58870 0.70911 -0.03 0.12 0.15
C -0.48179 2.83575 1.13021 0.11 -0.10 0.05
O 0.14317 2.26486 -0.02002 -0.03 -0.03 -0.26
C 0.87449 3.23688 -0.80058 0.08 0.06 0.23
C 1.14906 2.62865 -2.13905 -0.02 0.01 0.05
O -0.05872 2.00672 -2.58250 0.15 0.04 -0.30
C 0.01565 1.72203 -3.99361 0.08 -0.07 0.07
H -4.24038 3.46446 0.52052 0.01 -0.01 0.02
H -3.64601 4.14320 -1.03647 -0.02 -0.04 0.10
H -4.28125 2.47842 -0.97153 0.00 -0.03 0.05
H -1.48407 4.51478 0.17219 -0.02 -0.09 0.07
H -2.30665 3.83766 1.59466 -0.05 -0.04 0.03
H 0.22272 3.48011 1.66100 0.04 0.00 0.00
H -0.74306 1.98997 1.76905 0.04 -0.06 0.02
H 0.26800 4.13216 -0.94252 -0.06 -0.05 -0.01
H 1.80932 3.46824 -0.28691 0.04 -0.03 0.05
H 1.41578 3.42692 -2.83376 0.03 0.01 -0.03
H 1.94786 1.87977 -2.10417 0.00 -0.04 -0.01
H 0.12141 2.66383 -4.52645 0.01 -0.02 -0.02
H 0.87090 1.06551 -4.17917 0.01 -0.01 0.01
H -0.90985 1.23485 -4.27815 -0.05 -0.01 0.01
C -1.04229 -1.26662 3.05485 0.02 -0.03 -0.01
C 0.40699 -1.57080 3.31101 -0.05 -0.03 0.00
C 0.76607 -2.12948 4.53871 0.01 0.04 -0.01
C 2.07563 -2.47111 4.82352 0.01 0.01 -0.01
C 3.05999 -2.25603 3.86890 0.00 0.01 -0.01
C 2.71814 -1.69580 2.65039 0.02 0.05 0.00
C 1.39842 -1.34369 2.34906 0.06 0.08 -0.06
P 0.97297 -0.65974 0.67337 0.25 -0.40 0.27
C 2.58388 0.16387 0.30122 -0.05 -0.01 -0.05
C 2.83633 1.23051 1.17286 -0.04 0.02 -0.04
C 3.96668 2.01873 1.06377 0.01 -0.03 -0.01
C 4.87594 1.75594 0.04707 -0.03 0.02 0.02
C 4.63986 0.70376 -0.81908 -0.02 -0.01 -0.01
C 3.50873 -0.11295 -0.71437 0.03 -0.07 -0.04
C 3.38004 -1.26003 -1.68717 -0.01 0.04 0.01
C 0.82509 -2.22660 -0.26132 -0.13 0.11 -0.01
C 1.25591 -3.46387 0.21737 -0.02 -0.07 0.09
C 0.98033 -4.63548 -0.47048 -0.04 0.03 0.00
C 0.23023 -4.57763 -1.63827 0.01 0.05 0.01
C -0.20120 -3.35212 -2.12030 -0.02 -0.07 0.01
C 0.10317 -2.15348 -1.46492 -0.03 0.07 -0.23
C -0.29030 -0.85057 -2.08651 0.29 -0.34 0.40
H -1.57129 -1.06288 3.98623 0.01 -0.02 -0.01
H -1.53609 -2.11320 2.56684 0.00 0.02 -0.02
H -1.15605 -0.41114 2.39530 -0.02 0.05 -0.02
H -0.00447 -2.29204 5.28399 0.00 0.00 -0.01
H 2.32912 -2.89924 5.78512 -0.01 0.00 -0.01
H 4.09006 -2.52121 4.07072 -0.01 0.01 0.00
H 3.49579 -1.53009 1.91423 -0.01 0.02 0.01
H 2.12604 1.43505 1.96890 0.00 0.00 -0.02
H 4.13677 2.82685 1.76428 0.00 0.00 -0.02
H 5.76413 2.36443 -0.06776 -0.01 -0.02 0.01
H 5.35851 0.49063 -1.60207 -0.02 0.00 0.00
H 4.20262 -1.23505 -2.40098 0.01 0.00 0.01
H 2.44752 -1.22657 -2.25073 0.05 0.00 0.02
H 3.40288 -2.22258 -1.17583 0.01 0.00 0.00
H 1.80407 -3.52660 1.14974 -0.01 0.04 -0.05
H 1.33671 -5.58427 -0.08951 -0.02 0.02 0.00
H -0.00515 -5.48460 -2.18175 -0.01 0.01 0.01
H -0.77405 -3.30902 -3.04072 0.04 0.01 -0.01
H -0.88186 -1.05128 -2.97988 -0.02 0.09 -0.10
H 0.62997 -0.35691 -2.43601 -0.04 0.03 0.04
Se -3.17481 0.74117 -2.79157 -0.17 0.03 -0.24
Se -3.96915 2.77313 -3.73439 -0.03 -0.08 -0.03
Se -2.25491 4.26550 -4.16335 0.08 0.05 -0.08
Se -1.59722 5.30986 -2.20203 0.01 0.41 -0.46
C -4.33937 -3.24915 0.62466 0.01 0.09 -0.04
N -3.77609 -1.90526 0.61982 -0.08 -0.13 0.20
C -4.14794 -0.84787 1.41942 -0.01 -0.07 -0.10
C -3.33267 0.18243 1.08343 0.03 0.00 -0.04
N -2.46070 -0.22722 0.09521 -0.48 -0.54 0.62
C -2.76407 -1.49001 -0.14999 -0.01 0.03 -0.06
H -5.09537 -3.30699 1.40193 -0.01 0.01 0.01
H -3.56174 -3.98204 0.82925 0.02 0.01 0.01
H -4.80025 -3.46934 -0.33576 -0.01 0.02 -0.01
H -4.95485 -0.91616 2.12760 0.02 -0.04 0.00
H -3.32720 1.18205 1.47577 0.03 0.04 -0.05
H -2.29449 -2.11744 -0.88841 0.03 -0.01 0.02
```
Positions in Å, forces in eV/Å.

These are the Löwdin partial charges, in e, on atoms 1 to 4:
1 Ti 0.74
2 C -0.16
3 O -0.33
4 C -0.23



> Number 1 is which compound?

C5H14Cl2O4



> Which value of total energy does entry 1 give?

-1420.1555 Eh



> Which of these has the lowest energy relative to the best compared isomer or geometry (same formula, charge and spin)?

C31H40N2O3PSe4Ti